a:
Computed, not measured: a 2-piece molecular cluster, C5H14 overall, with ωB97M-V/def2-TZVPD.

ORCA input file:
```
! wB97M-V def2-TZVPD RIJCOSX def2/J DEFGRID3
* xyz 0 1
C 0.5816 2.1037 0.9832
C 0.9405 -0.4916 -1.3322
C 0.1031 -1.8044 -1.3297
C -0.9021 -1.9809 -0.2464
C -0.7253 2.0308 1.8223
H -1.8596 -1.4038 -0.3426
H 0.2535 2.1506 -0.0105
H -1.3518 1.1985 1.4778
H 1.4969 -0.3179 -0.3514
H -0.3865 -2.0189 -2.3319
H -0.4869 -1.7053 0.6596
H 1.4107 2.7780 1.2024
H 1.2416 1.2311 0.9678
H -1.1863 -3.0445 -0.1394
H -0.8131 2.0758 2.8772
H -1.3391 2.8699 1.4328
H 1.7218 -0.6699 -2.0422
H 0.6638 -2.7929 -1.3375
H 0.6479 0.5035 -1.4455
*
```

Summary:
* gap between HOMO and LUMO: 11.859 eV
* SMILES: CCC.CC
* molar mass: 74.2 g/mol
* LUMO energy: 0.041 hartree
* HOMO level: -10.7395 eV

b:
Computed, not measured: a 2-piece molecular cluster, C5H14 overall, with ωB97M-V/def2-TZVPD.

ORCA input file:
```
! wB97M-V def2-TZVPD RIJCOSX def2/J DEFGRID3
* xyz 0 1
C 0.6368 -0.3333 1.2435
C 2.4198 -0.7041 -0.3882
C -2.7060 0.6540 -0.6614
C -1.5623 1.6193 -0.5216
C 1.3465 -1.4360 0.3980
H 0.5891 -1.8894 -0.2688
H 1.3076 -0.0925 2.0882
H 1.7120 -2.3090 0.9528
H 3.3999 -0.5675 0.0723
H -2.4193 -0.3847 -0.8002
H 0.6199 0.6150 0.7220
H -1.2623 1.8491 0.4993
H -3.3547 0.8922 -1.5124
H -3.4117 0.7837 0.1575
H 2.7028 -1.2370 -1.2998
H -1.8463 2.6019 -0.9258
H -0.3271 -0.5193 1.7137
H -0.7016 1.3656 -1.1460
H 2.1903 0.2981 -0.7485
*
```

Summary:
* gap between HOMO and LUMO: 12.235 eV
* SMILES: CCC.CC
* molar mass: 74.2 g/mol
* LUMO energy: 0.043 hartree
* HOMO level: -11.0606 eV

Tell me which of them is the most stable. Sure, it is b.

a:
Computed, not measured: a 2-piece molecular cluster, C5H14 overall, with ωB97M-V/def2-TZVPD.

ORCA input file:
```
! wB97M-V def2-TZVPD RIJCOSX def2/J DEFGRID3
* xyz 0 1
C 0.9804 -0.2678 2.1932
C -1.6449 0.2533 -1.7894
C -1.6649 0.3674 -0.2664
C 2.0240 -1.2498 1.6046
C -0.2167 0.7675 -2.2256
H 0.0073 -0.2425 1.7426
H 0.3551 0.0867 -2.8377
H 1.6025 -2.0620 1.0269
H -1.0698 -0.3035 0.3301
H 2.6448 -1.6078 2.4314
H -0.4085 1.6530 -2.8466
H -1.8444 -0.7443 -2.1682
H 2.8044 -0.6871 1.0752
H 1.0398 -0.3078 3.2820
H -1.5079 1.4184 0.0062
H -2.3150 0.9464 -2.2759
H -2.6586 0.1760 0.2022
H 1.4483 0.6937 1.9239
H 0.4243 1.1101 -1.4087
*
```

Summary:
* gap between HOMO and LUMO: 12.274 eV
* SMILES: CCC.CC
* molar mass: 74.2 g/mol
* LUMO energy: 0.041 hartree
* HOMO level: -11.1451 eV

b:
Computed, not measured: a 2-piece molecular cluster, C5H14 overall, with ωB97M-V/def2-TZVPD.

ORCA input file:
```
! wB97M-V def2-TZVPD RIJCOSX def2/J DEFGRID3
* xyz 0 1
C 0.9366 -0.8109 -2.7424
C -1.1426 1.7472 1.8531
C -0.5519 0.4043 1.3478
C 0.9043 0.2052 1.7833
C -0.2475 -1.4328 -2.0285
H 1.4581 -0.3890 1.0534
H -0.6206 -2.3546 -2.4779
H -1.3807 1.6526 2.9245
H 1.4426 1.1526 1.8224
H 0.9184 -0.2904 2.7513
H 1.5141 -0.1971 -2.0466
H -2.1370 1.8954 1.4426
H 1.7126 -1.5679 -2.9103
H -1.1469 -0.8108 -2.1388
H 0.6284 -0.3015 -3.6437
H -1.1634 -0.3841 1.7833
H -0.6293 0.4806 0.2645
H -0.1423 -1.4934 -0.9503
H -0.3528 2.4947 1.9120
*
```

Summary:
* gap between HOMO and LUMO: 12.401 eV
* SMILES: CCC.CC
* molar mass: 74.2 g/mol
* LUMO energy: 0.041 hartree
* HOMO level: -11.2732 eV

Tell me which of them is the most stable. Sure, it is b.

a:
Computed, not measured: a 2-piece molecular cluster, C5H14 overall, with ωB97M-V/def2-TZVPD.

ORCA input file:
```
! wB97M-V def2-TZVPD RIJCOSX def2/J DEFGRID3
* xyz 0 1
C -0.0040 1.6614 -0.9349
C 0.0877 0.3766 -1.5961
C -0.0566 -1.4021 2.3361
C -1.3927 -0.6467 2.3420
C 1.4332 0.1182 -2.4197
H -0.5638 2.4012 -1.5419
H 1.9426 1.0831 -2.6007
H -0.6770 -0.0585 -2.2664
H 0.5792 -1.0956 1.4549
H -2.1104 -0.9348 3.1097
H 1.9890 -0.6635 -1.8453
H 0.8971 2.2586 -0.7569
H -0.0220 -2.4779 2.3368
H -2.0106 -0.8748 1.4306
H -0.6600 1.6205 -0.0553
H 0.5592 -0.9474 3.2411
H 1.2298 -0.3813 -3.3703
H -1.2830 0.4261 2.0648
H 0.0624 -0.4630 -0.9283
*
```

Summary:
* gap between HOMO and LUMO: 11.716 eV
* SMILES: CCC.CC
* molar mass: 74.2 g/mol
* LUMO energy: 0.041 hartree
* HOMO level: -10.6102 eV

b:
Computed, not measured: a 2-piece molecular cluster, C5H14 overall, with ωB97M-V/def2-TZVPD.

ORCA input file:
```
! wB97M-V def2-TZVPD RIJCOSX def2/J DEFGRID3
* xyz 0 1
C 0.8713 -2.3283 -0.0867
C -0.6519 1.0622 -0.4186
C -0.1304 2.4702 -0.0516
C 1.8872 -1.9709 1.0074
C -2.1745 1.0260 -0.5721
H -2.6119 1.5719 0.2580
H -0.1220 -2.0104 0.2052
H 0.7945 -3.3925 -0.3221
H 1.6098 -1.0498 1.5319
H -0.2031 0.7104 -1.3483
H -0.8299 3.2436 -0.3804
H 2.0159 -2.7549 1.7658
H 0.7996 2.7054 -0.5750
H -2.5246 0.0018 -0.4462
H 0.0773 2.5213 1.0133
H -2.4804 1.4585 -1.5166
H -0.3408 0.3368 0.3391
H 2.8746 -1.8516 0.5676
H 1.1393 -1.7497 -0.9707
*
```

Summary:
* gap between HOMO and LUMO: 12.536 eV
* SMILES: CCC.CC
* molar mass: 74.2 g/mol
* LUMO energy: 0.041 hartree
* HOMO level: -11.4271 eV

Tell me which of them is the most stable. Sure, it is b.

a:
Computed, not measured: a 2-piece molecular cluster, C5H14 overall, with ωB97M-V/def2-TZVPD.

ORCA input file:
```
! wB97M-V def2-TZVPD RIJCOSX def2/J DEFGRID3
* xyz 0 1
C 1.9756 1.1342 -1.2110
C 2.0916 -0.2034 -0.5166
C 1.5958 -0.0847 0.9932
C -3.4329 -0.5617 0.1851
C -1.9965 -0.2991 0.5597
H 1.3334 0.9286 -2.1201
H -3.4985 -1.6280 0.1334
H 1.5291 1.9508 -0.6733
H -1.6571 -0.3579 1.6172
H 1.6637 0.9364 1.3607
H -1.5055 -0.9865 -0.1227
H 1.7199 -1.1187 -1.1340
H -4.1167 -0.3358 0.9258
H 2.9489 1.5706 -1.6307
H 0.5435 -0.2275 0.8558
H -3.9278 -0.0647 -0.7373
H 2.0009 -0.9655 1.5582
H -1.6177 0.7135 0.3964
H 3.1824 -0.3268 -0.4919
*
```

Summary:
* gap between HOMO and LUMO: 11.781 eV
* SMILES: CCC.CC
* molar mass: 74.2 g/mol
* LUMO energy: 0.038 hartree
* HOMO level: -10.7351 eV

b:
Computed, not measured: a 2-piece molecular cluster, C5H14 overall, with ωB97M-V/def2-TZVPD.

ORCA input file:
```
! wB97M-V def2-TZVPD RIJCOSX def2/J DEFGRID3
* xyz 0 1
C -1.1340 1.9256 2.1054
C 0.1370 0.0523 -1.7968
C -0.0266 -1.4164 -1.3812
C 1.2374 -1.9551 -0.6328
C -0.0879 1.0893 1.3610
H -1.5767 2.7286 1.4802
H 1.2334 0.3364 -1.7508
H -0.2396 0.2428 -2.7742
H -0.9339 2.2841 3.1564
H -0.3871 -2.0384 -2.3355
H 0.6879 0.7555 2.0792
H 0.2301 1.7118 0.4811
H -2.0452 1.1954 2.3658
H -0.8651 -1.4412 -0.6230
H -0.3893 0.8392 -1.2008
H 1.3230 -3.0015 -0.9413
H 2.2093 -1.4878 -0.9448
H -0.4345 0.0325 0.9431
H 1.0615 -1.8531 0.4090
*
```

Summary:
* gap between HOMO and LUMO: 12.042 eV
* SMILES: CCC.CC
* molar mass: 74.2 g/mol
* LUMO energy: 0.042 hartree
* HOMO level: -10.8951 eV

c:
Computed, not measured: a 2-piece molecular cluster, C5H14 overall, with ωB97M-V/def2-TZVPD.

ORCA input file:
```
! wB97M-V def2-TZVPD RIJCOSX def2/J DEFGRID3
* xyz 0 1
C -0.8478 0.7729 -2.3144
C -2.3505 0.5249 -2.0825
C 2.4327 -0.4904 1.6360
C 1.0298 -0.9031 1.2258
C -0.1218 -0.0932 1.8550
H 0.1787 0.0723 2.9163
H -1.0354 -0.7821 1.7900
H -2.5861 0.2209 -1.0744
H 2.5140 0.5074 1.2952
H -0.4745 0.7114 -3.2903
H 1.1040 -0.7618 0.1113
H -0.4429 0.7857 1.3178
H 0.8040 -1.9509 1.3186
H -0.4231 1.8037 -2.0835
H -0.2902 0.0638 -1.6325
H -3.0038 1.3361 -2.0981
H -2.6663 -0.3308 -2.6792
H 2.8304 -0.4290 2.5890
H 3.3487 -1.0577 1.1999
*
```

Summary:
* gap between HOMO and LUMO: 12.148 eV
* SMILES: CCC.CC
* molar mass: 74.2 g/mol
* LUMO energy: 0.039 hartree
* HOMO level: -11.0771 eV

Tell me which of them is the most stable. Sure, it is c.